17
Properties=species:S:1:pos:R:3 method="wB97M-V/def2-TZVPD" multiplicity=1 total_energy_ha=-819.6569 molar_mass_g_mol=145.59 e_above_lowest_kj_mol=298.0 smiles="N=C=CNCC/N=C/Cl" lumo_ha=0.0243 orbital_gap_ha=0.301 fmax_ha_per_bohr=0.1006
N 0.64 2.64 -0.05
C -0.31 1.89 0.21
C -1.48 1.31 0.18
N -1.84 0.10 -0.48
C -0.95 -0.97 -0.60
C 0.08 -1.05 0.54
N 1.28 -0.26 0.36
C 2.31 -0.72 -0.23
Cl 3.77 0.05 -0.54
H 1.36 2.78 0.67
H -2.33 1.93 0.70
H -2.74 -0.19 -0.06
H -0.38 -1.00 -1.60
H -1.48 -2.02 -0.62
H -0.36 -0.60 1.46
H 0.34 -2.10 0.75
H 2.09 -1.78 -0.69